# 1
19
Properties=species:S:1:pos:R:3:forces:R:3 method="wB97M-V/def2-TZVPD" orbital_gap_ev=5.0 homo_ev=-6.7 e_tot_ha=-252.7515 lumo_energy_ha=-0.0612
C 0.255796 0.743761 -1.645907 0.7923 -4.5350 1.2648
C -0.841601 -0.064313 -1.015117 1.1977 -2.0821 -1.2170
C -0.530060 -1.443890 -0.429110 -1.1530 1.2996 -3.2413
C -0.634683 1.180836 -0.035192 -1.0730 1.9068 2.3758
C 0.639497 1.361481 0.876179 -0.3422 1.1635 -0.2574
N 0.840451 -1.544064 1.663099 0.5061 3.4373 0.8739
H 1.309553 0.397341 -1.220142 -2.3201 1.0106 -0.9418
H 0.239096 1.035508 -2.719044 -0.5994 1.1447 1.2210
H -1.848576 -0.009800 -1.445479 0.3346 0.6530 0.0203
H 0.053787 -1.997130 -1.223917 -0.6003 0.3670 1.2191
H -1.436366 -2.003046 -0.088013 0.7095 0.6554 -0.3246
H 1.021893 -2.486745 1.804741 0.3175 -1.9079 0.5884
H -1.095295 2.097311 -0.493402 0.7255 -0.3118 0.6914
H -1.429747 0.987294 0.852469 0.9806 -0.3873 -2.2185
H 0.309071 1.701985 1.878699 0.1585 -0.0904 -0.5915
H 1.234591 2.175824 0.411122 0.0649 -0.6488 0.5509
H 1.210788 0.429283 1.051273 -0.3439 0.4001 -0.6037
H 0.113777 -1.274191 0.596364 0.9707 -0.8180 1.1287
H 1.100575 -0.912431 2.448520 -0.3262 -1.2568 -0.5385

# 2
21
Properties=species:S:1:pos:R:3:forces:R:3 method="wB97M-V/def2-TZVPD" orbital_gap_ev="6.6 / 6.8" total_charge=+1 homo_ev="-12.3 / -12.5" e_tot_ha=-976.2102 lumo_energy_ha="-0.2090 / -0.2108"
O 0.019041 4.618710 -1.338391 -0.1240 -0.3248 -0.4085
C -0.266993 3.901912 -2.161051 0.1185 0.2920 0.4209
Mg 0.702082 -0.774076 -0.653628 1.2542 -0.1754 -4.0730
C 0.314127 -2.923980 -1.592036 -2.3221 -9.5418 -2.8605
O 0.041494 -4.056038 -1.968686 2.2955 9.4200 2.9782
C -0.949098 -0.343792 -2.810823 0.3751 1.0464 -6.6242
O -1.205336 0.025359 -3.943143 0.4566 -1.1515 4.7102
C 3.475711 -0.887751 -1.126676 1.0984 -0.2654 0.0042
O 4.408661 -0.563307 -1.676175 -0.8344 -0.1402 0.3534
C -1.850812 -0.408265 -1.565299 -3.1735 0.7410 3.7744
O -2.945675 -0.111554 -1.169394 2.7031 -0.6233 -2.0988
H 1.659288 0.063354 -1.882970 -1.1309 0.2843 -0.0544
C 0.196169 -0.012521 3.342398 -0.1083 0.3401 0.7302
C -0.183506 -0.016723 1.915177 0.4840 -0.6754 -1.1291
N -1.303750 0.581747 1.544512 0.0495 -0.0563 0.4343
O 0.554463 -0.607533 1.050757 -1.3306 0.8848 4.1063
H -0.509546 0.592531 3.918456 0.1691 -0.1042 0.0042
H 1.199582 0.402883 3.483996 -0.1350 -0.1715 -0.1804
H 0.180805 -1.028197 3.757208 0.0712 0.1443 -0.2950
H -1.690915 0.521052 0.602790 0.2303 0.0576 0.5126
H -1.845783 1.026193 2.272972 -0.1468 0.0191 -0.3049

# 3
85
Properties=species:S:1:pos:R:3:forces:R:3 method="wB97M-V/def2-TZVPD" orbital_gap_ev=8.1 homo_ev=-7.7 e_tot_ha=-1831.9092 lumo_energy_ha=0.0155
C -0.284237 0.505549 4.605558 -1.6620 -0.4996 0.2991
C 1.133241 0.756419 4.653964 2.7638 1.0025 0.3434
C 2.319405 0.036879 4.716523 -0.9065 0.3557 0.5893
C 3.354468 0.967162 4.436387 0.0482 1.4122 -0.5973
C 2.779084 2.229503 4.119620 -0.7543 -4.0021 2.5113
B 0.142316 1.136869 0.084417 1.0610 0.4893 1.3258
O -0.217356 2.492048 0.178866 -0.1848 -0.6726 -0.1228
C -0.437796 2.729763 -1.228849 0.1069 -0.5188 -0.4378
C -0.171293 1.347714 -1.985812 0.1480 -0.0297 0.7421
C -0.481448 1.408860 -3.446922 -0.0484 0.0365 -0.0785
C -1.073475 0.192840 -1.320020 0.2908 0.4994 -0.4578
O -0.801366 0.128448 0.096226 0.2085 0.2722 0.0342
C 1.354442 1.027996 -1.709366 -0.5819 0.2270 -0.1639
O 1.484401 0.875342 -0.278415 -0.6846 -0.2023 -0.1483
O 1.442030 2.065870 4.495932 -0.7725 -0.9599 -0.5477
H -0.544555 -0.403127 5.193811 -0.1271 0.6180 -0.6285
H -0.795104 1.399738 5.007663 0.0598 -0.5689 -0.0142
H -0.605523 0.433589 3.537038 0.1056 -0.2749 0.8161
H 2.402560 -1.016704 4.996114 0.0813 0.5135 -0.2717
H 4.412495 0.755814 4.471590 -0.0029 -0.0955 -0.4553
H -1.476545 3.081535 -1.368457 0.4444 -0.1444 -0.0909
H 0.297359 3.487413 -1.576943 -0.5187 -0.3433 0.0348
H -0.281706 0.409398 -3.866901 -0.1562 0.4975 -0.2195
H -1.544575 1.673960 -3.554736 0.3767 -0.0919 -0.3492
H 0.161691 2.169061 -3.910821 -0.2966 -0.2547 -0.1941
H -2.143561 0.432751 -1.454766 0.4364 -0.1093 -0.1095
H -0.824647 -0.788245 -1.765945 -0.1355 0.4839 0.0203
H 1.681415 0.100493 -2.215912 -0.1720 0.3840 0.1745
H 1.965951 1.893487 -2.048473 -0.2364 -0.5218 0.1026
C 7.709906 5.540720 -0.810467 0.2376 0.2821 -0.0548
N 6.737204 4.476477 -0.873771 0.2162 -0.9070 -0.1718
C 7.146794 3.208421 -1.229984 0.2129 0.6647 -0.4433
O 8.116164 2.945072 -1.929197 -0.6157 0.1182 0.6998
C 6.215190 2.215529 -0.562544 -1.2480 0.4961 -0.2761
C 6.944013 1.475040 0.562584 0.4272 -0.1318 -0.1598
C 7.786771 2.429116 1.385499 0.5828 -0.3741 0.0604
C 9.095135 2.732527 0.969501 -0.0516 0.4381 0.4441
C 9.865381 3.672789 1.668867 -0.4375 -0.3490 -0.1569
C 9.321635 4.324007 2.778116 0.1726 0.1026 -0.0431
C 8.043242 3.988333 3.221261 -0.0151 0.0082 0.1245
C 7.305250 3.008103 2.555577 -0.3784 0.1420 0.1084
N 5.147231 3.092612 -0.065836 0.0983 0.3538 -0.0527
C 4.173012 2.638178 0.818158 -0.5207 -0.1372 1.4350
C 3.864389 3.197653 2.026823 0.6829 -0.4849 -0.3716
C 2.624452 2.904969 2.870260 -0.5554 2.9093 -4.4164
C 1.691473 4.210020 3.087097 0.7898 -0.0956 -0.2880
C 0.280507 4.244301 3.125980 0.5966 -0.0731 0.3254
C -0.371313 5.307442 3.757481 -0.3396 0.1115 -0.3405
C 0.295324 6.482720 4.083985 1.4705 -0.3496 -0.0153
C 1.683754 6.540594 3.850241 -0.3777 -0.6341 -0.2442
C 2.360110 5.391085 3.381375 -0.2544 0.8415 0.4727
C 5.405620 4.519012 -0.297089 0.0996 -0.1174 0.4807
C 4.367005 5.227017 -1.260711 0.6097 -0.7611 0.4219
C 4.319803 4.465613 -2.585628 -0.1328 0.1266 -0.1578
C 4.836832 6.653401 -1.510637 -0.0955 0.3088 -0.2394
C 2.995886 5.247010 -0.598987 -0.3028 0.0396 -0.0466
H 8.377841 5.409350 0.053562 -0.1472 -0.0045 -0.1658
H 8.312874 5.516956 -1.724796 -0.0966 0.1176 0.1883
H 7.201225 6.499734 -0.722788 0.2350 -0.1344 -0.0067
H 5.799542 1.536988 -1.327710 0.2919 -0.1158 0.3040
H 6.224790 0.934343 1.191340 0.0883 0.1488 -0.1867
H 7.589676 0.745289 0.062756 -0.0128 -0.0351 0.2219
H 9.498500 2.260065 0.079965 -0.0475 0.0336 0.1008
H 10.876028 3.890647 1.323089 -0.2492 0.0110 0.1477
H 9.908851 5.090044 3.295124 -0.2675 -0.3044 -0.1393
H 7.610941 4.492283 4.092935 0.2300 -0.2620 -0.2865
H 6.324343 2.692214 2.942849 0.5182 0.2595 -0.2504
H 3.684725 1.715430 0.480039 -0.3004 0.3920 0.0713
H 4.625427 3.837494 2.470571 -0.3339 0.4814 -0.3067
H 2.024119 2.294320 2.124220 0.2576 -0.0816 1.1100
H -0.315699 3.465046 2.667124 0.1216 -0.3472 0.4156
H -1.433049 5.232378 4.014526 0.2691 -0.0190 -0.4989
H -0.210939 7.326459 4.531742 -0.0983 -0.0488 0.0091
H 2.247790 7.446978 4.061474 -0.1277 -0.1568 -0.0414
H 3.441538 5.426166 3.250183 -0.2311 0.0606 0.2147
H 5.411090 5.041400 0.678833 0.1020 0.1291 -0.3959
H 3.898081 3.461494 -2.465513 0.0936 0.1061 0.0559
H 3.686101 5.015143 -3.293636 0.0814 -0.1201 0.0681
H 5.318287 4.379479 -3.029656 -0.1676 -0.0051 0.0469
H 4.976229 7.205870 -0.571740 0.0035 -0.0792 -0.1529
H 5.767928 6.675242 -2.086713 -0.2139 0.0273 0.0944
H 4.084333 7.188743 -2.104243 0.0809 -0.0719 0.1481
H 3.031021 5.748963 0.377389 -0.0717 -0.1354 -0.1483
H 2.285408 5.793311 -1.237605 0.1515 -0.0623 0.1383
H 2.599119 4.235491 -0.450717 0.0786 0.1864 0.0435

# 4
16
Properties=species:S:1:pos:R:3:forces:R:3 method="wB97M-V/def2-TZVPD" orbital_gap_ev=8.8 homo_ev=-8.8 e_tot_ha=-1066.7353 lumo_energy_ha=-0.0018
C -0.426145 1.483915 -0.489859 -0.4111 -1.0658 3.2756
C 0.039241 0.343273 -1.339625 -0.2253 -0.3060 -0.1381
C 1.376934 -1.493538 0.193960 -1.2196 2.0582 0.6082
C 0.264265 -0.793532 0.981700 -0.3137 2.2883 0.5535
C -0.646115 -0.076749 0.016291 -1.4814 1.9171 -3.1575
H 1.332028 1.725698 1.058877 -4.5146 2.0865 -3.0154
H -1.379990 1.966857 -0.727616 0.4520 -0.1842 -0.1463
H -0.500640 0.093565 -2.353645 1.3216 0.5662 2.1590
H 2.130236 -1.752978 0.923231 0.9101 0.2493 -0.4553
H 1.034066 -2.362809 -0.287097 -0.4128 -1.1123 -0.7948
H 0.789363 0.093687 1.566686 -1.0069 -1.9539 -0.4076
H -0.423984 -1.369887 1.611179 0.6998 -0.1709 0.2352
H -3.241327 0.572940 -0.060908 2.2551 -2.8223 -0.7597
O 0.215224 2.343187 0.452973 4.0022 -2.9415 0.5437
S 1.695912 -0.114537 -1.035908 2.3632 -0.9188 -0.2575
S -2.259067 -0.659096 -0.510244 -2.4187 2.3102 1.7571

# 5
14
Properties=species:S:1:pos:R:3:forces:R:3 method="wB97M-V/def2-TZVPD" orbital_gap_ev=9.8 total_charge=+1 homo_ev=-14.5 e_tot_ha=-228.8921 lumo_energy_ha=-0.1733
C -1.757938 -0.074924 2.337731 1.5955 0.0894 0.1214
N -1.755350 -0.103564 1.068913 -2.2636 -0.2607 -0.4687
H -0.924185 0.501642 2.746775 -0.0889 -0.1945 0.3808
H -2.334651 -0.631878 3.082742 -0.6308 0.2920 -0.5683
H -2.656115 -0.531076 0.687649 1.6109 0.0856 0.5687
H 0.349499 -0.176730 0.269381 0.5442 -0.2060 -1.2763
C 1.987441 -0.522103 -1.230453 -0.5597 0.8346 0.5584
C -0.048624 0.898184 -1.295085 3.6247 -0.1261 -0.5958
N 0.715325 0.070844 -0.698754 -1.5063 -1.1037 2.1648
H 1.846722 -0.750703 -2.287681 0.0114 0.1663 0.0859
H 2.155456 -1.477037 -0.693669 0.3264 0.9320 -0.1730
H 2.712147 0.320751 -1.094024 -0.0272 -1.3587 -0.0293
H -0.884740 1.282982 -0.734745 -0.4645 0.1627 -0.4505
H 0.595011 1.193612 -2.158782 -2.1722 0.6872 -0.3180

Copy entry 2 word for word.
21
Properties=species:S:1:pos:R:3:forces:R:3 method="wB97M-V/def2-TZVPD" orbital_gap_ev="6.6 / 6.8" total_charge=+1 homo_ev="-12.3 / -12.5" e_tot_ha=-976.2102 lumo_energy_ha="-0.2090 / -0.2108"
O 0.019041 4.618710 -1.338391 -0.1240 -0.3248 -0.4085
C -0.266993 3.901912 -2.161051 0.1185 0.2920 0.4209
Mg 0.702082 -0.774076 -0.653628 1.2542 -0.1754 -4.0730
C 0.314127 -2.923980 -1.592036 -2.3221 -9.5418 -2.8605
O 0.041494 -4.056038 -1.968686 2.2955 9.4200 2.9782
C -0.949098 -0.343792 -2.810823 0.3751 1.0464 -6.6242
O -1.205336 0.025359 -3.943143 0.4566 -1.1515 4.7102
C 3.475711 -0.887751 -1.126676 1.0984 -0.2654 0.0042
O 4.408661 -0.563307 -1.676175 -0.8344 -0.1402 0.3534
C -1.850812 -0.408265 -1.565299 -3.1735 0.7410 3.7744
O -2.945675 -0.111554 -1.169394 2.7031 -0.6233 -2.0988
H 1.659288 0.063354 -1.882970 -1.1309 0.2843 -0.0544
C 0.196169 -0.012521 3.342398 -0.1083 0.3401 0.7302
C -0.183506 -0.016723 1.915177 0.4840 -0.6754 -1.1291
N -1.303750 0.581747 1.544512 0.0495 -0.0563 0.4343
O 0.554463 -0.607533 1.050757 -1.3306 0.8848 4.1063
H -0.509546 0.592531 3.918456 0.1691 -0.1042 0.0042
H 1.199582 0.402883 3.483996 -0.1350 -0.1715 -0.1804
H 0.180805 -1.028197 3.757208 0.0712 0.1443 -0.2950
H -1.690915 0.521052 0.602790 0.2303 0.0576 0.5126
H -1.845783 1.026193 2.272972 -0.1468 0.0191 -0.3049